This record from the Open Molecules 2025 dataset describes a molecular structure, C25H44Cl3HgN4O3SeSi. The level of theory is ωB97M-V/def2-TZVPD.

Each line ends with the Mulliken charge.
Element x y z (Å)
C: 4.2711 0.8517 -2.3028  -1.614
C: 4.1276 1.3255 -0.8929  0.101
H: 5.3030 0.9730 -2.6500  0.459
H: 3.6157 1.4480 -2.9549  0.112
H: 3.9785 -0.2004 -2.4164  0.253
C: 4.9055 2.2717 -0.3446  0.360
C: 5.9532 3.0285 -1.1004  -1.645
H: 4.8012 2.5277 0.7133  0.301
H: 5.5968 3.3593 -2.0938  0.336
H: 6.8737 2.4364 -1.2506  0.321
H: 6.2419 3.9241 -0.5308  0.377
Hg: -0.6757 -1.7380 -1.3152  1.082
Cl: 1.3186 -2.9195 -0.8686  -0.617
Cl: -2.5481 -0.3917 -1.9190  -0.731
H: -4.9124 -2.2228 0.7478  0.218
H: -5.7638 -5.0105 -0.7385  0.339
C: -4.8247 -2.2240 -0.3483  -0.514
C: -5.2159 -4.4145 -1.4808  -0.978
N: -4.2965 -3.4899 -0.8387  0.337
H: -4.1574 -1.4048 -0.6585  -0.012
C: -3.1083 -3.9485 -0.3961  -0.195
O: -2.2937 -3.2487 0.2346  -0.539
H: -4.6437 -5.0939 -2.1163  0.352
H: -2.9089 -5.0092 -0.6651  0.398
H: -5.8039 -2.0642 -0.8042  0.340
H: -5.9343 -3.8452 -2.0776  0.311
H: 1.1187 2.7218 -2.3991  -0.008
H: 2.4954 3.9015 -0.4503  0.291
C: 0.4059 3.5515 -2.3069  -0.881
C: 1.7373 4.6860 -0.5736  -0.988
N: 0.4749 4.1002 -0.9731  0.353
H: -0.6079 3.1810 -2.4879  0.361
C: -0.5353 3.9000 -0.0846  0.217
O: -1.6359 3.4073 -0.3477  -0.633
H: 1.5970 5.2120 0.3781  0.320
H: -0.2634 4.2383 0.9464  0.205
H: 0.6768 4.3287 -3.0330  0.337
H: 2.0894 5.3848 -1.3409  0.311
O: 1.8092 1.4355 -0.6297  0.093
C: 2.8893 0.8052 -0.1386  0.904
C: 2.5700 2.0153 2.0857  0.743
C: 3.0288 0.8961 1.3915  -0.482
H: 2.0422 2.7998 1.5443  -0.012
C: 2.7968 2.1326 3.4674  -0.829
H: 2.8620 -0.2741 -0.3989  0.040
C: 3.6621 -0.1421 2.0752  -0.431
H: 2.4735 3.0359 3.9879  0.383
C: 3.4786 1.1145 4.1412  -0.462
C: 3.8808 -0.0354 3.4487  -0.734
H: 4.0231 -0.9865 1.4878  0.400
H: 3.7078 1.2184 5.2092  0.323
H: 4.4004 -0.8471 3.9705  0.355
Si: -0.1631 -0.8687 -4.6699  0.441
Cl: 0.8242 -0.0492 -2.9339  0.031
C: -1.4620 0.3456 -5.2298  -0.986
C: -0.8555 -2.6128 -4.4465  -0.817
C: 1.0747 -1.1174 -6.0628  -1.140
H: -1.5546 1.2392 -4.6001  0.228
H: -2.4411 -0.1548 -5.2767  0.297
H: -1.1974 0.6658 -6.2508  0.355
H: 1.3347 -0.1618 -6.5354  0.298
H: 0.6091 -1.7569 -6.8264  0.305
H: 1.9964 -1.6078 -5.7246  0.289
H: -1.4083 -2.8211 -3.5173  0.026
H: -0.0335 -3.3360 -4.5311  0.271
H: -1.5410 -2.7902 -5.2885  0.324
C: -3.0331 1.5206 1.9565  -0.731
N: -2.5807 0.1854 2.2845  0.474
C: -3.3192 -0.7296 3.0106  -0.712
C: -2.5525 -1.8472 3.1407  -0.586
N: -1.3388 -1.5805 2.5277  0.502
C: -0.2361 -2.5091 2.4267  -0.730
C: -1.3594 -0.3399 1.9571  -0.485
Se: -0.0862 0.4088 0.8499  -0.348
H: -4.1293 1.4980 1.8515  0.279
H: -2.5819 1.8612 1.0195  0.167
H: -2.7691 2.2356 2.7489  0.239
H: -4.3152 -0.5197 3.3603  0.500
H: -2.7594 -2.8006 3.6060  0.462
H: -0.1360 -3.0358 3.3859  0.342
H: -0.4001 -3.2391 1.6211  0.191
H: 0.6771 -1.9421 2.2136  0.183

Atoms 1-2, force components in eV/Å:
C -0.005 0.266 -0.297
C 0.058 0.531 1.341

Its largest force on an atom is 1.90 eV Å⁻¹. The charge is -1. As for the energy relative to the best compared isomer or geometry (same formula, charge and spin): 16.8 kcal per mole. Its spin multiplicity is 1. The value obtained for the HOMO-LUMO gap is 0.2111 Ha. For the total energy, the calculation gives -5648.81730 hartree.